(1)
{
  "formula": "C5H15N2O",
  "method": "ωB97M-V/def2-TZVPD",
  "species": ["N", "C", "C", "C", "O", "C", "N", "C", "H", "H", "H", "H", "H", "H", "H", "H", "H", "H", "H", "H", "H", "H", "H"],
  "positions_angstrom": [[-2.86105, -2.58058, -1.09154], [0.69621, 0.48723, -0.91143], [-0.33371, -0.44829, -0.36798], [-1.54834, 0.44643, 0.04829], [-2.46966, -0.19105, 0.84136], [2.17341, 0.22878, -0.51775], [2.89072, 1.43100, 0.22141], [2.12257, 1.60154, 1.55062], [-2.65172, -3.43826, -1.61859], [-3.82330, -2.38664, -1.35382], [-2.97363, -2.84052, -0.09952], [0.62099, 1.05207, -1.85265], [-0.67535, -1.19992, -1.04725], [0.07994, -0.87894, 0.56037], [-1.97041, 1.01534, -0.81641], [-0.96303, 1.21352, 0.74167], [-2.19083, -0.13032, 1.78784], [2.49255, -0.57974, 0.13831], [2.71893, 0.01034, -1.45394], [2.80189, 2.21629, -0.40263], [2.24813, 2.65186, 1.98907], [1.08129, 1.44310, 1.37735], [2.53438, 0.87674, 2.27722]],
  "total_charge": 1,
  "de_lowest_kj_mol": 540.68
}


(2)
{
  "formula": "C4H10N2S",
  "method": "ωB97M-V/def2-TZVPD",
  "species": ["C", "C", "S", "N", "N", "C", "C", "H", "H", "H", "H", "H", "H", "H", "H", "H", "H"],
  "positions_angstrom": [[-0.64900, 1.76767, 1.75310], [-0.95236, 1.24089, 0.57850], [-0.74778, -0.54628, 0.07491], [-1.12027, -1.37090, 1.37504], [-1.48553, -0.66426, -1.25667], [1.19230, -0.54011, -0.04991], [1.53607, -0.46556, -1.48226], [-1.16883, 2.71006, 1.97086], [0.07542, 1.60708, 2.52656], [-1.70808, 1.74782, -0.12713], [-1.69069, -2.22091, 1.16113], [-0.90072, -0.71685, -2.06690], [1.59836, 0.28929, 0.52527], [1.44164, -1.39251, 0.58787], [1.04548, -1.29218, -2.06934], [0.91979, 0.33382, -1.83019], [2.61420, -0.48707, -1.67082]],
  "smiles": "C=CS(=N)(=N)CC",
  "de_lowest_kj_mol": 471.51
}